[1]
The following is a DFT calculation (ωB97M-V with the def2-TZVPD basis set) of a molecular structure, CH3INP in a non-equilibrium geometry.

Last column: Löwdin charge in e.
CARTESIAN COORDINATES (ANGSTROEM)
C 1.169315 -0.961504 -0.788038  -0.71
N 0.720317 0.274615 -0.239524  -0.52
P -0.426508 0.320959 0.921109  0.69
I 0.451688 -2.648581 0.521111  0.55
H 0.776979 -0.906069 -1.820311  0.07
H 2.209934 -1.020171 -0.901200  0.02
H -0.365072 1.869353 0.796212  -0.10

Cartesian forces (eV/Å) of the 2 atoms listed first:
C -2.192 1.094 0.183
N -1.103 -0.626 1.438

Values from the calculation:
HOMO = -9.19 eV
2S+1 = 1
Total charge = 0
Kohn-Sham gap = 8.500 eV
Lowest unoccupied orbital energy = -0.691 eV



[2]
The following is a DFT calculation (ωB97M-V with the def2-TZVPD basis set) of 2 unconnected molecules or ions with the total composition C4H13N2 in a non-equilibrium geometry.

Last column: Löwdin charge in e.
CARTESIAN COORDINATES (ANGSTROEM)
C -1.956584 1.067201 2.839330  0.04
C 1.417246 -0.925486 0.178660  -0.03
C 1.074333 0.603894 -1.780891  0.06
C -0.474049 -1.138469 -1.103578  -0.01
N -0.090960 0.906034 0.284118  0.27
N 0.460425 -0.088309 -0.579586  -0.46
H -2.952199 0.900032 2.288576  0.02
H -0.967955 1.197939 2.383539  -0.07
H -1.964166 1.517613 3.904471  0.02
H 2.263984 -0.293474 0.583498  0.13
H 0.974946 -1.337085 1.126627  0.13
H 1.937459 -1.729167 -0.395734  0.13
H 1.747878 -0.160496 -2.102862  0.11
H 0.308136 0.972339 -2.451074  0.11
H 1.576177 1.429090 -1.317589  0.11
H -0.004337 -1.966662 -1.617714  0.11
H -1.187787 -1.501048 -0.380624  0.11
H -1.113490 -0.581751 -1.851534  0.12
H -1.049055 1.127806 -0.007633  0.10

Cartesian forces (eV/Å) of the 2 atoms listed first:
C -0.916 1.099 1.270
C 3.042 0.512 2.571

Values from the calculation:
HOMO (spin up / spin down) = -15.94 / -12.04 eV
2S+1 = 1
Total charge = +1
Kohn-Sham gap (spin up / spin down) = 12.870 / 5.688 eV
Lowest unoccupied orbital energy (spin up / spin down) = -3.072 / -6.347 eV



[3]
The following is a DFT calculation (ωB97M-V with the def2-TZVPD basis set) of C6H10 in the gas phase in a non-equilibrium geometry.

Last column: Löwdin charge in e.
CARTESIAN COORDINATES (ANGSTROEM)
C 1.079236 2.128062 0.529536  -0.03
C 0.929133 0.666095 0.487563  -0.23
C -0.448928 0.024789 -0.036284  -0.34
C -1.520823 0.679315 0.480030  0.07
C 0.252270 -2.296441 -0.681313  -0.10
C -0.536362 -1.058757 -0.868266  -0.10
H 0.451826 0.895781 1.474286  0.09
H 1.377285 2.622651 1.442402  0.04
H 1.391260 2.623817 -0.394119  0.03
H -0.158111 -2.971133 0.071303  0.08
H 1.729514 -0.068175 0.471783  0.10
H -1.424858 1.701985 0.856983  0.06
H -2.533116 0.319401 0.387615  0.06
H 1.280360 -2.052345 -0.389204  0.07
H 0.296074 -2.905092 -1.587569  0.07
H -1.353265 -1.049075 -1.582441  0.11

Cartesian forces (eV/Å) of the 2 atoms listed first:
C 1.248 -0.641 -3.434
C -2.148 1.901 3.310

Values from the calculation:
HOMO = -6.61 eV
2S+1 = 1
Total charge = 0
Kohn-Sham gap = 5.166 eV
Lowest unoccupied orbital energy = -1.445 eV



[4]
The following is a DFT calculation (ωB97M-V with the def2-TZVPD basis set) of 2 unconnected molecules or ions with the total composition C4H11NS in a non-equilibrium geometry.

Last column: Löwdin charge in e.
CARTESIAN COORDINATES (ANGSTROEM)
C 3.050456 -0.122268 -0.898126  -0.11
C 1.655430 -0.628755 -1.107857  -0.16
C 0.654398 0.180473 -1.425474  -0.19
N -0.704869 -0.256557 -1.511669  -0.02
H 3.137067 0.919701 -1.197139  0.07
H 3.362514 -0.247713 0.140071  0.07
H 3.768772 -0.697663 -1.489225  0.07
H 1.442640 -1.682779 -0.955650  0.11
H 0.790236 1.251652 -1.498907  0.12
H -1.236380 0.279296 -2.178882  0.11
H -0.768760 -1.242556 -1.714168  0.11
C -0.613716 0.216984 2.360380  -0.54
S -1.966365 0.291000 1.114115  0.45
H 0.153528 0.968656 2.198103  0.01
H -1.109237 0.343434 3.320714  0.00
H -0.170464 -0.778334 2.361965  0.01
H -1.232433 -0.046728 -0.229815  -0.13

Cartesian forces (eV/Å) of the 2 atoms listed first:
C 0.106 -0.496 -0.112
C -0.062 0.425 -0.003

Values from the calculation:
HOMO = -7.62 eV
2S+1 = 1
Total charge = 0
Kohn-Sham gap = 8.376 eV
Structure (SMILES) = C/C=C/N.CS
Lowest unoccupied orbital energy = 0.752 eV



The evaluated total energy for the records listed, in turn: -19963.187; -7326.368; -6377.278; -16650.409 eV.
The evaluated M for the records listed, in turn: 186.9; 89.2; 82.1; 105.2 g/mol.